{"formula": "C38H38F5N8O4Se2Sn", "method": "wB97M-V/def2-TZVPD", "energy_ev": -210248.69606, "total_charge": -1, "homo_energy_ha": -0.1604, "orbital_gap_ev": 6.7, "e_above_lowest_kj_mol": 39.2, "symbols": ["Sn", "O", "C", "O", "C", "C", "C", "C", "C", "N", "C", "O", "O", "H", "H", "H", "H", "C", "N", "C", "C", "N", "C", "C", "C", "C", "C", "C", "C", "C", "C", "N", "C", "N", "C", "C", "N", "C", "C", "C", "N", "C", "C", "H", "H", "H", "H", "H", "H", "H", "H", "H", "H", "H", "H", "H", "H", "H", "H", "H", "H", "H", "H", "H", "H", "H", "H", "H", "H", "H", "H", "H", "H", "F", "C", "C", "F", "C", "F", "C", "Se", "C", "F", "C", "F", "Se", "C", "C", "C", "N", "C", "C", "H", "H", "H", "H"], "coordinates": [[-1.36, -0.92, -0.78], [-2.87, 0.41, 4.00], [-3.00, -0.08, 2.75], [-3.08, 0.62, 1.77], [-3.06, -1.58, 2.73], [-3.34, -2.32, 3.86], [-3.37, -3.70, 3.74], [-3.08, -4.28, 2.51], [-2.76, -3.44, 1.44], [-2.79, -2.12, 1.54], [-2.22, -4.05, 0.14], [-2.21, -5.28, 0.07], [-1.76, -3.23, -0.73], [-2.51, 1.30, 3.90], [-3.50, -1.83, 4.81], [-3.59, -4.32, 4.60], [-3.04, -5.35, 2.36], [3.68, -3.20, -1.00], [2.54, -2.42, -1.43], [2.72, -1.68, -2.66], [1.56, -2.06, -0.54], [1.02, -0.84, -0.52], [1.98, 0.19, -0.69], [3.17, 0.06, -0.01], [4.30, 0.82, -0.34], [4.23, 1.73, -1.36], [2.99, 2.00, -1.98], [2.92, 3.01, -2.98], [1.72, 3.36, -3.52], [0.54, 2.78, -3.03], [0.56, 1.81, -2.05], [-0.66, 1.42, -1.47], [-1.39, 2.39, -0.97], [-0.86, 3.53, -0.40], [0.46, 3.53, 0.20], [-1.33, 4.83, -0.82], [-2.74, 2.30, -0.93], [-3.46, 1.38, -1.79], [-3.56, 2.97, 0.07], [1.82, 1.30, -1.58], [1.12, -3.03, 0.28], [1.17, -4.44, -0.08], [0.68, -2.74, 1.64], [3.84, -4.06, -1.67], [3.54, -3.56, 0.01], [4.57, -2.57, -1.02], [2.99, -2.38, -3.45], [3.50, -0.92, -2.57], [1.78, -1.20, -2.92], [3.24, -0.70, 0.76], [5.23, 0.67, 0.20], [5.10, 2.30, -1.66], [3.84, 3.49, -3.29], [1.66, 4.11, -4.30], [-0.42, 3.11, -3.40], [0.71, 2.54, 0.57], [0.44, 4.20, 1.07], [1.23, 3.87, -0.49], [-2.30, 4.76, -1.31], [-0.62, 5.28, -1.53], [-1.43, 5.50, 0.04], [-2.80, 0.99, -2.55], [-4.30, 1.91, -2.26], [-3.88, 0.55, -1.21], [-2.93, 3.39, 0.84], [-4.22, 2.23, 0.53], [-4.17, 3.75, -0.39], [1.95, -4.96, 0.50], [1.39, -4.54, -1.14], [0.21, -4.90, 0.12], [0.55, -1.67, 1.79], [1.44, -3.10, 2.35], [-0.25, -3.26, 1.86], [1.56, -0.72, 8.69], [1.30, -0.38, 7.42], [1.66, 0.86, 6.94], [2.28, 1.73, 7.76], [1.39, 1.21, 5.63], [1.77, 2.43, 5.24], [0.75, 0.35, 4.74], [0.36, 0.81, 2.94], [0.41, -0.90, 5.26], [-0.20, -1.82, 4.50], [0.67, -1.27, 6.57], [0.32, -2.48, 7.02], [-1.17, -1.77, -3.42], [-0.98, -0.27, -4.61], [-2.09, 0.45, -5.06], [-1.92, 1.51, -5.93], [-0.74, 1.91, -6.41], [0.31, 1.20, -6.01], [0.25, 0.13, -5.14], [-3.08, 0.16, -4.75], [-2.79, 2.06, -6.27], [1.28, 1.51, -6.41], [1.16, -0.40, -4.89]], "lowdin_charge": [1.18, 0.07, -0.51, 0.05, -0.19, 0.00, -0.04, 0.01, -0.20, 0.14, -0.63, 0.01, -0.27, 0.10, 0.12, 0.11, 0.11, -0.05, -0.14, -0.04, -0.42, 0.00, -0.23, -0.04, -0.08, -0.06, -0.17, -0.05, -0.08, -0.05, -0.23, 0.02, -0.39, -0.14, -0.04, -0.06, -0.13, -0.09, -0.06, -0.06, -0.12, -0.03, -0.04, 0.09, 0.08, 0.09, 0.10, 0.09, 0.04, 0.12, 0.10, 0.10, 0.10, 0.10, 0.12, 0.04, 0.09, 0.09, 0.08, 0.09, 0.09, 0.04, 0.10, 0.07, 0.09, 0.07, 0.09, 0.09, 0.10, 0.08, 0.00, 0.10, 0.08, 0.10, -0.16, -0.16, 0.10, -0.27, 0.06, -0.56, 0.64, -0.26, 0.06, -0.16, 0.10, 0.59, -0.66, -0.15, -0.17, 0.04, -0.18, -0.13, 0.09, 0.10, 0.10, 0.08]}


{"formula": "C22H26ClMnN4O3S", "method": "wB97M-V/def2-TZVPD", "energy_ev": -90011.28233, "total_charge": 1, "homo_energy_ha": [-0.4266, -0.4229], "orbital_gap_ev": [6.4, 8.4], "multiplicity": 2, "symbols": ["Mn", "N", "C", "S", "N", "C", "C", "C", "C", "C", "C", "H", "H", "H", "H", "H", "H", "H", "H", "C", "N", "C", "C", "C", "O", "N", "C", "O", "H", "H", "H", "H", "H", "C", "C", "C", "O", "H", "H", "H", "H", "H", "H", "H", "Cl", "C", "C", "C", "C", "C", "C", "C", "H", "H", "H", "H", "H", "H"], "coordinates": [[0.35, -0.62, -1.10], [2.19, -4.03, -0.41], [2.51, -2.76, -0.17], [2.46, -1.65, -1.50], [2.85, -2.43, 1.07], [3.30, -1.17, 1.59], [4.14, -0.32, 0.88], [4.53, 0.88, 1.46], [4.11, 1.22, 2.73], [3.31, 0.35, 3.45], [2.91, -0.85, 2.88], [1.84, -4.25, -1.32], [2.22, -4.74, 0.30], [2.68, -3.13, 1.78], [4.49, -0.59, -0.10], [5.18, 1.54, 0.90], [4.42, 2.16, 3.17], [3.00, 0.59, 4.46], [2.29, -1.55, 3.45], [-5.05, 1.08, -1.66], [-3.87, 0.22, -1.86], [-3.95, -0.87, -2.68], [-2.92, -1.71, -2.90], [-1.72, -1.39, -2.22], [-0.60, -2.00, -2.32], [-1.65, -0.32, -1.40], [-2.69, 0.55, -1.17], [-2.63, 1.52, -0.45], [-5.92, 0.47, -1.43], [-5.25, 1.67, -2.56], [-4.85, 1.75, -0.84], [-4.91, -1.01, -3.16], [-2.99, -2.56, -3.56], [-1.11, -0.20, 2.00], [-1.01, -1.52, 1.25], [-0.84, -2.70, 2.18], [0.13, -1.51, 0.37], [-1.98, -0.21, 2.65], [-1.21, 0.64, 1.31], [-0.21, -0.06, 2.61], [-1.91, -1.68, 0.66], [-0.02, -2.52, 2.88], [-0.64, -3.62, 1.62], [-1.75, -2.85, 2.76], [0.59, 0.85, -3.04], [0.12, 2.26, -2.08], [-0.57, 3.30, -2.66], [-0.97, 4.34, -1.83], [-0.67, 4.30, -0.48], [0.03, 3.23, 0.07], [0.45, 2.18, -0.74], [1.27, 1.02, -0.28], [-0.81, 3.29, -3.72], [-1.53, 5.17, -2.25], [-0.99, 5.12, 0.16], [0.27, 3.21, 1.13], [1.34, 0.91, 0.80], [2.25, 1.03, -0.73]], "nbo_charge": [1.05, -0.74, 0.41, -0.15, -0.55, 0.11, -0.23, -0.18, -0.21, -0.21, -0.19, 0.44, 0.40, 0.40, 0.25, 0.23, 0.23, 0.23, 0.21, -0.42, -0.41, 0.13, -0.39, 0.61, -0.65, -0.69, 0.79, -0.63, 0.21, 0.21, 0.26, 0.23, 0.26, -0.63, 0.07, -0.61, -0.54, 0.23, 0.24, 0.21, 0.19, 0.20, 0.22, 0.23, 0.12, -0.02, -0.23, -0.18, -0.18, -0.17, -0.02, -0.54, 0.24, 0.23, 0.23, 0.22, 0.24, 0.23]}


{"formula": "C7H10O", "method": "wB97M-V/def2-TZVPD", "energy_ev": -9465.41995, "smiles": "C=C1C[C@H]2O[C@@]2(C)C1", "homo_energy_ha": -0.3446, "orbital_gap_ev": 10.3, "e_above_lowest_kj_mol": 303.0, "symbols": ["C", "C", "C", "C", "O", "C", "C", "C", "H", "H", "H", "H", "H", "H", "H", "H", "H", "H"], "coordinates": [[2.58, 0.20, 0.67], [1.44, 0.10, 0.00], [0.92, -1.14, -0.72], [-0.53, -1.25, -0.21], [-0.80, -0.93, 1.13], [-1.00, 0.10, 0.20], [-2.42, 0.68, 0.00], [0.35, 1.09, 0.17], [2.84, 1.11, 1.23], [3.29, -0.51, 0.55], [0.97, -1.18, -1.88], [1.46, -1.96, -0.52], [-1.02, -1.95, -0.77], [-3.26, 0.03, -0.15], [-2.54, 1.16, -0.90], [-2.58, 1.32, 0.74], [0.24, 1.45, 1.17], [0.08, 1.66, -0.71]], "nbo_charge": [-0.37, 0.02, -0.46, 0.04, -0.48, 0.26, -0.64, -0.47, 0.20, 0.19, 0.22, 0.21, 0.18, 0.22, 0.22, 0.21, 0.23, 0.22]}